Record 1
20
Properties=species:S:1:pos:R:3:lowdin_charge:R:1 method="wB97M-V/def2-TZVPD" lumo_energy_ev=0.74 mol_weight_g_mol=129.163 multiplicity=1
H 0.953 -2.332 1.238 0.0856
N 0.922 -1.755 0.399 0.1202
C 0.756 -0.488 0.664 -0.3832
O 0.324 -0.148 1.921 -0.0766
C 0.106 1.216 2.236 -0.0756
C 0.506 0.382 -0.472 -0.2436
C 1.214 1.406 -0.911 0.0961
N -0.699 -0.094 -1.358 -0.2266
C -0.472 -1.375 -1.906 -0.1431
N -1.904 -0.092 -0.612 0.0298
H -0.210 1.240 3.278 0.0934
H -0.677 1.651 1.609 0.0811
H 1.018 1.805 2.116 0.0920
H 2.132 1.711 -0.432 0.0716
H 0.961 1.876 -1.851 0.0729
H 0.318 -1.326 -2.652 0.0717
H 0.089 -2.024 -0.884 0.1114
H -1.384 -1.826 -2.284 0.0671
H -2.101 0.858 -0.321 0.0758
H -1.850 -0.685 0.221 0.0801


Record 2
20
Properties=species:S:1:pos:R:3:lowdin_charge:R:1 method="wB97M-V/def2-TZVPD" lumo_energy_ev=0.58 mol_weight_g_mol=129.163 multiplicity=1
C -0.033 -0.262 1.843 0.0532
C 0.929 0.077 0.986 -0.3017
C 1.615 1.408 1.012 -0.0634
C 1.657 -1.036 0.201 -0.5474
N 0.849 -1.989 -0.293 0.1405
O 2.869 -1.027 0.101 0.0399
H -0.472 0.465 2.508 0.0630
H -0.497 -1.234 1.825 0.0623
H 1.366 2.002 1.887 0.0751
H 2.694 1.266 0.984 0.0788
H 1.326 2.011 0.150 0.0716
H -0.164 -1.751 -0.573 0.0473
H 1.319 -2.684 -0.856 0.1040
H -2.605 -1.264 -1.015 0.0799
N -1.605 -1.013 -1.131 0.0413
C -1.383 0.213 -1.360 -0.3612
N -2.289 1.181 -1.608 0.1053
H -0.301 0.521 -1.290 0.1297
H -3.255 0.992 -1.535 0.0842
H -2.018 2.125 -1.836 0.0978


Record 3
20
Properties=species:S:1:pos:R:3:lowdin_charge:R:1 method="wB97M-V/def2-TZVPD" lumo_energy_ev=0.80 mol_weight_g_mol=129.163 multiplicity=1 smiles=CN1[C@]2(C)C(N)(N)[C@@]12O
C 1.640 0.652 1.518 -0.0936
N 1.414 0.182 0.160 0.0085
C 0.106 0.458 -0.555 -0.2452
C -0.021 1.371 -1.716 -0.0143
C -0.830 -0.423 0.230 -0.4479
N -1.174 -0.152 1.597 0.0790
N -1.945 -0.949 -0.526 0.1041
C 0.551 -0.911 -0.164 -0.3585
O 0.901 -2.043 -0.842 0.0701
H 0.770 0.571 2.170 0.0553
H 2.466 0.070 1.929 0.0772
H 1.951 1.695 1.451 0.0779
H -0.930 1.138 -2.270 0.0739
H -0.079 2.408 -1.380 0.0778
H 0.844 1.275 -2.371 0.0816
H -1.458 -1.008 2.064 0.0871
H -1.959 0.490 1.617 0.0908
H -1.674 -1.163 -1.478 0.0815
H -2.285 -1.806 -0.102 0.0822
H 1.712 -1.855 -1.333 0.1125


Record 4
22
Properties=species:S:1:pos:R:3:lowdin_charge:R:1 method="wB97M-V/def2-TZVPD" lumo_energy_ev=0.42 mol_weight_g_mol=177.229 multiplicity=1
C 0.611 0.806 -1.185 -0.4687
C 1.300 1.902 -1.923 -0.0494
C -2.518 -1.614 0.838 -0.0533
C -1.605 0.572 1.839 -0.0172
C -1.792 -0.312 0.631 -0.3773
N -0.597 1.046 -0.957 0.0803
N 1.285 -0.379 -0.769 -0.1214
N -1.227 -0.075 -0.505 -0.0075
O 2.715 0.035 1.391 -0.4324
O 3.279 -1.819 -0.187 -0.3314
S 2.831 -0.259 -0.040 0.8662
H 2.091 2.443 -1.365 0.0821
H 0.650 2.698 -2.288 0.0801
H 1.699 1.480 -2.831 0.0719
H -3.557 -1.396 0.904 0.0549
H -2.462 -2.114 -0.185 0.0972
H -2.272 -2.229 1.775 0.1096
H -2.278 0.411 2.609 0.0508
H -1.579 1.592 1.561 0.0633
H -0.565 0.323 2.108 0.0974
H 3.455 -2.248 -1.110 0.1328
H 0.536 -0.866 -0.310 0.0720


Record 5
22
Properties=species:S:1:pos:R:3:lowdin_charge:R:1 method="wB97M-V/def2-TZVPD" lumo_energy_ev=0.60 mol_weight_g_mol=177.229 multiplicity=1 smiles="NNC(=S)NCCCC(=O)O"
N -2.447 1.610 -0.063 -0.0096
N -2.924 0.334 -0.340 -0.1273
C -2.230 -0.801 0.006 -0.9350
S -2.962 -2.226 0.069 0.6465
N -0.839 -0.646 0.239 -0.0159
C -0.003 0.056 -0.766 -0.1950
C 0.954 1.000 -0.033 -0.1604
C 1.929 0.208 0.831 -0.0997
C 2.477 -0.963 0.060 -0.4970
O 1.928 -2.053 -0.096 0.0706
O 3.764 -0.737 -0.383 0.0718
H -1.729 1.397 0.723 0.0928
H -3.275 2.231 0.382 0.1479
H -3.888 0.154 -0.269 0.0858
H -0.462 -1.506 0.534 0.0673
H 0.356 -0.791 -1.381 0.1321
H -0.612 0.662 -1.378 0.0905
H 0.319 1.617 0.590 0.0926
H 1.496 1.669 -0.758 0.1397
H 1.400 -0.398 1.596 0.1391
H 2.715 0.836 1.160 0.1078
H 4.033 -1.653 -0.724 0.1554


Record 6
22
Properties=species:S:1:pos:R:3:lowdin_charge:R:1 method="wB97M-V/def2-TZVPD" lumo_energy_ev=0.65 mol_weight_g_mol=161.161 multiplicity=1 smiles="O=CO/C=N/O.C/C=N/NC"
O -3.476 -1.766 -3.136 0.1170
C -3.241 -0.969 -2.292 -0.3066
O -2.034 -0.371 -2.098 0.0204
C -1.071 -0.596 -3.016 -0.1845
N -1.218 -1.211 -4.114 0.0073
O -0.076 -1.018 -4.840 -0.0718
H -3.923 -0.606 -1.525 0.1451
H -0.138 -0.096 -2.731 0.1422
H 0.275 -1.932 -5.001 0.1237
C 2.141 0.606 4.250 -0.1008
C 1.358 0.676 2.970 -0.2436
N 2.009 0.885 1.890 -0.0129
N 1.363 1.005 0.705 -0.1421
C -0.043 0.674 0.598 -0.1256
H 3.013 -0.045 4.112 0.0700
H 2.563 1.587 4.539 0.0738
H 1.526 0.241 5.080 0.0640
H 0.278 0.480 2.996 0.0941
H 1.938 0.657 -0.042 0.1071
H -0.349 0.788 -0.459 0.0650
H -0.644 1.362 1.189 0.0771
H -0.250 -0.349 0.926 0.0808


What did the first record say?
20
Properties=species:S:1:pos:R:3:lowdin_charge:R:1 method="wB97M-V/def2-TZVPD" lumo_energy_ev=0.74 mol_weight_g_mol=129.163 multiplicity=1
H 0.953 -2.332 1.238 0.0856
N 0.922 -1.755 0.399 0.1202
C 0.756 -0.488 0.664 -0.3832
O 0.324 -0.148 1.921 -0.0766
C 0.106 1.216 2.236 -0.0756
C 0.506 0.382 -0.472 -0.2436
C 1.214 1.406 -0.911 0.0961
N -0.699 -0.094 -1.358 -0.2266
C -0.472 -1.375 -1.906 -0.1431
N -1.904 -0.092 -0.612 0.0298
H -0.210 1.240 3.278 0.0934
H -0.677 1.651 1.609 0.0811
H 1.018 1.805 2.116 0.0920
H 2.132 1.711 -0.432 0.0716
H 0.961 1.876 -1.851 0.0729
H 0.318 -1.326 -2.652 0.0717
H 0.089 -2.024 -0.884 0.1114
H -1.384 -1.826 -2.284 0.0671
H -2.101 0.858 -0.321 0.0758
H -1.850 -0.685 0.221 0.0801